1.
Entry from the Open Molecules 2025 dataset: an isolated molecule of C4H6O2 at a distorted geometry (the ωB97M-V functional and the def2-TZVPD basis).

```
12
Properties=species:S:1:pos:R:3:forces:R:3
O -0.536 -1.319 -0.292 -0.99 1.84 -0.29
O 1.675 -0.144 -0.387 -4.74 -1.68 -0.48
C -1.386 -0.058 -0.191 1.13 -1.10 -0.95
C 0.743 -1.156 0.144 3.84 -1.24 4.41
C 0.858 0.984 -0.172 8.09 1.23 -1.42
C -0.398 1.052 0.094 -5.00 2.70 -1.39
H 1.009 -0.779 1.336 -2.08 -1.48 -2.49
H 1.279 -2.134 0.107 -0.71 0.63 -0.50
H -1.026 2.058 0.119 2.09 -1.81 0.38
H -2.044 -0.079 0.681 -0.24 -0.70 -0.23
H 1.874 1.566 -0.236 -3.32 1.62 0.55
H -2.048 0.008 -1.203 1.92 -0.01 2.41
```
Forces are in eV/Å.

Results
Highest occupied orbital energy ... -0.349 Ha
Structure (SMILES) ... C1=COCOC1

These are the Löwdin partial charges, in e, on atoms 1 to 4:
1 O -0.09
2 O -0.10
3 C -0.12
4 C -0.30

---

2.
Entry from the Open Molecules 2025 dataset: a structure of composition C4H6O2 at a distorted geometry (the ωB97M-V functional and the def2-TZVPD basis).

```
12
Properties=species:S:1:pos:R:3:forces:R:3
O 0.570 -1.198 0.435 0.61 -0.23 -0.44
O 2.694 -0.879 -0.461 -0.40 0.36 0.74
C 0.965 0.851 -0.029 -0.68 -0.39 0.00
C -0.259 -0.294 -0.295 0.13 1.13 -0.31
C 1.688 -0.440 0.007 0.22 -0.80 0.20
C -1.676 -0.113 0.228 0.23 0.21 0.02
H 1.488 1.680 -0.551 -1.06 -0.63 -0.44
H -1.699 0.106 1.298 0.12 0.09 -0.12
H -2.324 -0.989 0.063 0.54 0.11 -0.07
H -0.263 -0.608 -1.343 -0.06 0.20 0.03
H 0.655 1.198 0.952 0.36 -0.06 0.25
H -2.128 0.713 -0.326 -0.02 0.01 0.15
```
Forces are in eV/Å.

Results
Highest occupied orbital energy ... -0.390 Ha

These are the Löwdin partial charges, in e, on atoms 1 to 4:
1 O 0.01
2 O 0.15
3 C 0.04
4 C -0.29

---

Let's list LUMO level in order: 0.897; 0.895 eV.
Let's list HOMO-LUMO gap in order: 0.38163; 0.42278 hartree.